1.
156
Properties=species:S:1:pos:R:3:lowdin_spin:R:1 method="wB97M-V/def2-TZVPD" multiplicity=2 charge=+1 total_energy_ev=-117253.73835
H 0.124 -8.423 -0.506 0.0000
H -1.249 5.480 -3.714 -0.0001
F -0.010 -4.104 -1.749 0.0000
H 1.678 8.465 -2.440 0.0000
C -4.592 -3.164 -5.202 0.0000
C -1.397 4.379 7.105 0.0000
H -4.980 -2.532 2.303 0.0000
C 0.945 1.053 1.048 0.0001
C -0.375 5.815 -3.175 0.0004
F 4.570 -1.320 -1.791 0.0000
C -1.601 5.273 6.080 0.0000
C 0.063 0.014 0.974 0.0017
H -0.519 7.818 -3.738 0.0001
C -2.544 -2.763 -3.431 0.0000
H -2.593 0.596 3.948 0.0000
H -1.056 0.707 -5.213 -0.0037
C -1.119 -6.627 4.472 0.0000
C -1.227 4.870 4.836 0.0000
C 0.658 -5.358 -1.790 0.0000
C 7.368 -2.453 -3.761 0.0000
H -1.702 -4.643 -4.416 0.0000
C 1.890 1.074 0.066 0.0017
H 1.107 -0.113 7.482 0.0000
H -5.408 -1.336 -4.309 0.0000
C 1.241 7.479 -2.501 0.0003
H 7.452 -4.440 -4.566 0.0000
C 1.124 -1.006 -0.953 0.0000
H -6.782 -1.887 3.831 0.0000
C -5.872 -1.318 3.954 0.0000
H -0.539 3.363 3.549 0.0000
C -4.183 4.693 1.788 0.0000
C -5.409 2.000 -1.304 0.0000
C -3.075 1.575 -1.713 0.0000
C 2.111 2.070 -4.849 0.2031
H 0.621 4.144 -7.084 0.0081
C -5.740 -0.380 4.913 0.0000
C 2.032 -0.382 5.536 0.0000
F 9.594 1.773 -0.329 0.0000
C 5.184 -3.403 -2.278 0.0000
H 4.279 -3.601 -1.723 0.0000
F -1.881 1.929 -2.296 -0.0001
C 0.919 -0.445 6.471 0.0001
C 0.018 -6.353 -1.036 0.0000
F -5.552 -3.356 -6.132 0.0000
H -0.136 1.716 5.369 0.0000
C -0.395 -6.800 3.315 0.0000
C -4.388 -0.034 -0.523 0.0000
C -3.571 5.452 0.778 0.0000
C -1.965 3.637 0.417 0.0000
H 7.646 0.201 0.467 0.0000
H 2.676 -0.853 3.566 0.0000
H 5.286 0.526 -0.139 0.0000
C -1.207 -4.757 2.394 0.0000
C -3.500 -4.107 -5.171 0.0000
H -1.141 -7.172 5.405 0.0000
H 0.288 -5.925 1.459 0.0000
H 2.844 6.725 -1.295 0.0000
H -1.098 2.422 -7.086 0.0083
F -2.819 -5.246 5.526 0.0000
F -4.301 2.800 3.071 0.0000
H 0.563 -2.009 2.865 0.0000
C -2.531 2.903 1.479 0.0000
C -0.178 -1.200 6.040 0.0000
C 0.184 -0.979 0.011 0.0007
C -3.720 -0.981 3.089 0.0000
C -4.526 0.349 4.940 0.0000
H 8.114 -2.120 -4.467 0.0000
C -3.673 3.445 2.103 0.0000
H -3.440 -4.934 -5.863 0.0000
C 5.643 2.167 -1.438 0.0001
C -3.588 -1.883 -3.499 0.0000
H 2.511 1.953 -0.019 0.0001
H -0.796 -0.064 1.624 0.0000
C -5.570 0.782 -0.582 0.0000
H -5.083 5.049 2.265 0.0000
F -1.283 4.816 8.429 0.0000
C 6.972 -3.765 -3.874 0.0000
H -6.314 2.591 -1.311 0.0000
C 8.295 1.891 -0.666 0.0000
C -4.672 -2.124 -4.349 0.0000
C 0.655 -1.537 3.832 0.0001
H -4.261 3.226 -2.547 0.0000
C 1.860 -0.947 4.268 0.0000
C 0.978 1.213 -4.628 0.2656
H -4.541 -0.972 -0.010 0.0000
H 2.686 0.223 -1.710 0.0000
C 1.959 3.228 -5.632 -0.0046
C 5.559 -2.073 -2.325 0.0000
C 7.845 2.935 -1.558 0.0000
H -4.458 1.281 5.482 0.0000
C 6.551 3.091 -1.854 0.0000
H -1.367 -2.051 4.521 0.0000
H -1.778 6.320 6.280 0.0000
H -0.624 2.431 7.705 0.0000
C -0.409 -5.872 2.282 0.0000
H -6.555 -0.024 5.526 0.0000
F 3.217 0.205 5.895 0.0000
C -2.039 -5.534 4.457 0.0000
C -2.033 -4.575 3.480 0.0000
C 5.904 -4.281 -3.086 0.0000
C -3.510 0.035 4.042 0.0000
H 2.740 3.973 -5.668 -0.0032
C 1.898 -5.567 -2.392 0.0000
H -2.353 1.861 1.699 0.0000
C 0.118 7.119 -3.216 0.0024
C 1.760 -7.842 -1.818 0.0000
C 2.379 -6.840 -2.582 0.0000
H -2.051 5.469 -0.723 0.0000
H 0.003 3.752 -2.592 0.0004
H -3.638 -0.971 -2.923 0.0000
F -2.702 -1.215 2.193 0.0000
H 0.167 -7.722 3.279 0.0000
H -0.872 -6.118 -0.471 0.0000
C -4.901 -1.744 3.037 0.0000
H 6.284 3.774 -2.647 0.0000
H -2.777 -3.796 3.554 0.0000
H -1.253 3.156 -0.237 0.0000
C 1.886 6.524 -1.751 0.0016
H -1.160 5.502 3.962 0.0000
H 8.524 3.591 -2.083 0.0000
H -2.242 -0.128 -0.993 0.0000
C 0.311 4.781 -2.475 -0.0001
H -1.161 -4.040 1.588 0.0000
H -0.986 -1.224 6.756 0.0000
C -0.307 2.356 -6.354 0.2165
H -1.714 -2.527 -2.782 0.0000
F 3.182 1.713 -4.063 0.0802
C 0.614 -7.613 -1.024 0.0000
C -3.124 0.492 -0.945 0.0001
H 5.377 -5.216 -3.202 0.0000
C -0.206 1.343 -5.408 0.0006
H 3.265 -6.962 -3.188 0.0000
C -0.828 3.564 4.570 0.0000
F -0.628 -2.055 -0.047 0.0002
F 2.283 4.268 -1.236 0.0004
C -0.982 3.024 6.876 0.0000
C -2.491 4.924 0.099 0.0000
C -4.186 2.377 -1.884 0.0000
H 4.604 2.395 -1.629 0.0000
C 6.063 1.161 -0.538 0.0000
C 1.449 5.181 -1.765 0.0014
H 2.107 -8.857 -1.950 0.0000
C 0.781 3.323 -6.401 0.2071
C -0.610 2.663 5.580 0.0000
H 0.929 1.895 1.725 0.0000
H 1.248 -1.799 -1.676 0.0000
C -2.482 -3.915 -4.250 0.0000
C -0.395 -1.639 4.747 0.0000
H -3.815 6.404 0.330 0.0000
C 6.599 -1.612 -3.026 0.0000
C 1.893 0.136 -0.982 0.0013
H 2.416 -4.688 -2.747 0.0000
H -6.567 0.459 -0.322 0.0000
H 1.104 0.499 -3.828 0.0087
C 7.373 0.998 -0.209 0.0000
H 6.732 -0.541 -3.076 0.0000

=====

2.
9
Properties=species:S:1:pos:R:3:nbo_charge:R:1 method="wB97M-V/def2-TZVPD" smiles=O.O.O total_energy_ev=-6239.87353
H -0.849 0.909 0.582 0.4861
O -0.662 0.467 -2.332 -0.9432
H 0.919 -2.092 1.577 0.4656
H 0.011 1.795 1.458 0.4839
O 0.016 0.961 0.988 -0.9611
O 0.466 -1.760 0.802 -0.9606
H -0.022 0.976 -1.834 0.4692
H -0.529 -0.436 -2.042 0.4747
H 0.650 -0.820 0.801 0.4854

=====

3.
101
Properties=species:S:1:pos:R:3:lowdin_spin:R:1 method="wB97M-V/def2-TZVPD" multiplicity=2 charge=+1 total_energy_ev=-182320.83211
N -4.718 1.157 4.607 -0.0001
S 0.749 -2.791 0.697 0.5150
H -0.210 -5.312 3.721 0.0007
H -2.156 4.883 -0.352 0.0000
H -1.967 -5.363 3.471 0.0018
H -3.567 -1.904 1.358 0.0000
H -2.883 3.815 -1.558 0.0000
H -1.262 -1.059 -5.246 0.0000
H -5.068 -1.042 3.148 0.0000
C -1.061 5.403 -2.834 0.0000
O 1.000 1.328 -1.782 0.0000
H -0.647 2.669 2.445 -0.0002
C -0.357 -3.318 -3.840 -0.0015
H -1.641 -1.719 4.475 0.0000
H 0.708 3.630 -0.450 0.0000
N 0.109 -1.423 -1.871 0.0014
C -1.413 -2.874 -3.051 0.0000
O -0.617 3.097 -2.785 0.0000
C -1.006 -0.179 -5.837 0.0000
C -0.781 1.770 1.839 -0.0009
H -3.473 -2.565 -3.573 0.0000
H -0.220 5.540 -3.513 0.0000
H 1.336 4.611 -1.784 0.0000
O 3.862 0.504 2.894 0.0044
H -1.893 -1.549 -1.436 -0.0001
H 4.868 2.088 3.609 0.0001
H -0.974 3.228 -5.243 0.0000
O -1.360 0.921 -1.573 0.0220
C -1.214 1.086 -5.025 0.0000
H 0.397 5.372 -0.492 0.0000
C -1.121 -1.931 -2.086 -0.0018
C -2.631 1.155 -4.481 0.0003
C -3.343 -0.986 1.885 0.0002
H -3.227 -3.732 -2.280 0.0000
H 3.643 3.890 2.483 0.0000
C -2.730 1.390 3.202 0.0001
O 2.774 -1.697 3.016 0.0007
H -2.351 -3.105 3.635 0.0002
C 5.250 1.897 1.506 0.0010
S 0.959 0.354 3.716 0.0004
H 0.195 2.257 -6.155 0.0000
H -0.709 -4.929 0.963 0.0045
H -1.640 -0.158 -6.723 0.0000
H 5.352 -1.309 3.948 0.0000
H -3.329 1.171 -5.319 0.0000
H -1.205 6.324 -2.269 0.0000
H 1.745 -3.113 -4.243 0.0001
C 0.905 -2.799 -3.642 0.0005
H 5.709 -3.043 3.958 0.0000
H -1.480 2.379 -6.711 0.0000
H 4.704 1.680 0.588 0.0009
H -0.523 -4.060 -4.611 -0.0001
H -0.916 -6.466 2.585 0.0001
H 3.555 -3.529 2.868 0.0003
C -1.983 4.002 -0.972 0.0000
C 4.311 1.889 2.693 0.0002
O -4.429 2.212 5.134 -0.0003
H -1.961 5.214 -3.420 0.0000
H -2.508 2.311 3.724 0.0000
O -1.402 -0.843 0.632 0.0186
S 2.327 -0.001 0.568 0.0622
C -2.158 -0.293 1.524 0.0000
H 0.166 -1.721 3.137 0.0013
C -0.251 -3.307 1.989 0.0558
H 5.057 -1.318 1.387 0.0002
P 2.478 -0.204 2.608 0.0001
H 5.452 -3.039 1.400 0.0000
C 3.190 2.901 2.567 0.0001
H 2.588 2.722 1.675 0.0001
H 6.038 1.154 1.635 0.0000
C -4.166 -0.516 2.869 -0.0003
C -0.843 2.319 -5.828 0.0000
H 4.378 -2.410 4.936 0.0000
H 0.033 -0.260 -6.155 0.0000
O -0.248 0.954 -3.915 -0.0001
C 1.106 -1.848 -2.653 -0.0010
C 3.968 -2.520 2.823 0.0003
N -0.849 -4.514 1.872 0.0419
C 0.497 4.474 -1.102 0.0000
C -3.842 0.672 3.537 -0.0008
N -0.405 -2.571 3.064 0.0166
H 3.945 -2.486 0.654 0.0003
H -2.853 0.287 -3.860 0.0001
Br 2.844 -1.186 -2.452 -0.0004
O -5.689 0.481 4.880 -0.0001
Ir 0.132 0.051 -0.375 0.2500
C 4.636 -2.320 1.479 0.0004
C -1.883 0.933 2.179 -0.0009
H -2.866 -4.176 -3.950 0.0000
C -0.999 -5.459 2.985 0.0040
H -2.795 2.058 -3.892 0.0001
C 4.909 -2.303 3.991 0.0001
C -0.792 4.258 -1.878 0.0000
H 5.716 2.878 1.410 0.0000
C -1.439 -2.713 4.080 0.0017
C -2.821 -3.366 -3.223 0.0001
H -1.808 3.149 -0.321 0.0000
O -0.014 1.671 0.865 -0.0027
H -1.120 -3.356 4.899 0.0011
H 2.550 2.892 3.446 0.0000
P -0.323 1.601 -2.496 0.0012

=====

4.
9
Properties=species:S:1:pos:R:3:nbo_charge:R:1 method="wB97M-V/def2-TZVPD" total_energy_ev=-7267.07504
C 0.162 0.392 0.186 -0.3024
O -2.610 0.888 -0.213 -0.5420
O -1.978 -1.195 0.513 -0.5501
H 2.286 0.415 -0.315 0.1993
C -2.191 -0.131 0.120 1.0497
H 1.391 -0.777 -1.366 0.2238
H 1.088 -0.565 0.595 0.3031
C 1.342 -0.089 -0.457 -0.5203
H 0.511 1.062 0.936 0.1390

=====

5.
180
Properties=species:S:1:pos:R:3:mulliken_charge:R:1 method="wB97M-V/def2-TZVPD" smiles=CCOB(O)c1c(CC(N)(N)N)c(-c2ccccn2)c2nc(F)c(O)nc2c1B(O)O.COCCOC.COCCOC.COCCOC.COCCOC.COCCOC.COCCOC.COCCOC.COCCOC total_energy_ev=-108455.24938
C 14.112 5.422 -0.712 -0.9030
H 12.641 3.438 2.685 0.3837
H 9.211 3.468 -0.343 0.2683
H 13.349 3.366 0.309 0.3715
O 7.818 4.645 -1.234 -0.1707
O -10.834 -3.933 2.914 -0.2187
H 9.275 5.170 0.161 0.4559
C 0.774 -4.946 -13.008 -0.6758
H -6.388 -1.949 7.175 0.3220
C 5.264 3.362 -3.469 -0.6662
H -14.028 -4.238 5.196 0.2449
C 12.676 4.148 0.674 -0.2736
C 2.255 -2.788 -10.714 -0.8806
C -10.510 -4.844 3.950 -0.3401
H -0.927 1.128 2.864 -0.4721
H 14.931 5.186 -0.029 0.3879
H 3.133 -1.965 -7.051 0.2382
H 14.237 6.442 -1.073 0.2581
N -2.856 -2.877 3.044 -0.5421
H -4.474 -4.619 2.036 0.2915
H -0.525 -3.491 -6.398 0.3794
C -10.114 -2.108 8.488 -0.6231
N -1.313 -3.920 1.614 -0.0885
C -7.147 -1.187 7.385 -0.9171
H -7.202 -1.015 8.462 0.4565
O 0.455 2.016 -0.007 -0.3848
C -0.769 1.994 3.517 0.5833
C 3.919 0.899 -1.428 -0.4565
C -3.224 -2.811 0.540 -1.2482
O 5.290 1.101 -1.136 -0.4381
H -9.421 0.373 8.286 0.2908
H -3.343 -5.397 1.112 0.2799
H 3.636 -0.143 -1.236 0.2396
H 1.558 -1.846 -2.559 -0.1539
H 7.965 6.629 -3.019 0.3043
H 2.165 -0.422 0.646 0.2876
H -0.346 -4.134 -4.068 0.3515
H -6.067 -1.363 -0.422 0.5721
H -1.662 2.627 3.461 0.3483
H 15.500 6.253 2.711 0.2460
C 2.575 -2.868 -6.804 -0.7382
H -0.117 -2.387 -4.209 0.1754
H -10.810 0.384 9.407 0.3245
C -11.652 -4.504 1.903 -0.5578
H 0.566 0.010 1.163 -0.8786
C -6.590 -1.225 3.312 -0.7365
H 3.270 -3.180 -10.767 0.2571
H -11.565 -5.595 1.908 0.3474
H 2.650 3.834 4.260 0.3050
H -0.480 -3.579 -1.131 0.2806
H 1.541 2.969 5.360 0.3240
B -0.298 1.210 -0.816 0.8043
H 0.280 3.026 1.990 0.0696
H -10.068 -4.271 4.764 -0.2816
O 1.238 -2.488 -6.523 -0.3660
C -2.969 -1.331 0.486 -0.5016
C -9.761 0.094 9.286 -0.7019
O -8.400 -1.583 6.852 -0.2374
H -0.380 -3.679 -9.173 0.1293
C -3.754 0.949 0.885 0.6332
H -14.556 -2.956 4.088 0.3250
C -5.251 -0.913 1.515 -0.5614
H -10.859 -1.562 7.901 0.3639
N -2.366 2.809 0.220 -0.3996
H 1.605 4.742 5.371 0.2626
O 0.644 3.958 3.761 -0.4379
H 1.296 -2.848 1.661 0.2071
H 7.973 4.101 0.759 0.3698
O 12.854 5.347 -0.064 -0.1955
H -1.210 -4.840 1.210 0.2739
H -9.164 0.628 10.023 0.2465
C 0.062 -3.464 -10.152 -0.1701
H -2.540 -1.919 3.005 0.1967
C -13.768 -3.690 4.292 -0.6565
C 12.877 4.367 2.156 -0.5902
C -3.940 -0.455 0.948 1.4206
H -3.787 -2.938 3.418 0.2647
H 2.143 -1.553 -4.220 0.3796
C -2.707 -3.569 1.794 0.2930
H -0.852 -3.917 2.512 0.3065
H 7.436 1.052 -3.715 0.4151
H -0.901 1.939 6.793 0.2869
H -2.777 -3.314 -0.311 0.5374
H 0.286 -5.894 -13.259 0.3238
H -11.280 -4.140 0.940 0.3504
C -1.255 2.271 5.819 -0.7818
H 6.033 4.108 -3.697 0.2593
H 6.992 0.066 -1.543 0.4569
C 1.181 -0.832 0.860 1.2804
H 2.600 -3.544 -7.665 0.2877
H -1.038 3.336 5.707 0.3357
H -9.456 -3.320 6.861 0.0766
H -0.101 -2.405 -10.369 0.3660
C -13.098 -4.090 2.055 -0.4936
H -6.856 -0.260 6.893 0.2510
O -0.594 1.496 4.836 -0.4298
C -1.761 -0.811 -0.072 -0.1906
H 10.036 5.548 -2.309 0.2332
F -5.365 3.892 1.717 -0.3263
O 1.566 -3.512 -3.775 -0.4442
C -7.466 -1.724 1.167 -0.9641
C 1.351 -1.824 2.007 -1.6290
H 7.313 7.882 -1.951 0.4103
H 1.900 -2.587 -11.728 0.4350
O 14.224 4.694 2.461 -0.3779
H -8.274 -3.180 8.172 0.3755
C -6.244 -1.344 0.641 -0.3313
O 1.449 -3.749 -10.056 -0.3257
H 0.837 2.750 -0.501 0.2034
B -0.577 -1.708 -0.608 -0.0225
C -1.596 0.570 -0.170 0.3464
H 0.910 -4.507 -6.173 0.3739
H 13.981 6.688 1.903 0.2637
H 3.339 1.545 -0.769 0.0856
H 14.006 6.370 3.660 0.3206
H 11.647 3.813 0.505 0.1491
H -8.256 -2.047 0.506 0.4673
C 7.893 6.954 -1.976 -0.6159
H 5.646 -0.285 -2.640 0.1481
H 3.150 -2.443 -3.058 0.2033
C 14.426 6.077 2.692 -0.6662
O 0.109 0.939 -2.119 -0.6898
H -0.429 1.453 -2.733 0.2865
H 2.310 -1.656 2.490 0.4947
H 3.682 1.152 -2.464 0.3684
O -9.597 -1.293 9.526 -0.3839
O 5.689 2.080 -3.889 -0.4220
C 6.708 1.540 -3.058 -0.0173
H -9.776 -5.578 3.601 0.3439
C 1.664 3.858 4.737 -0.7324
H -10.614 -2.959 8.961 0.3806
H 3.049 -3.348 -5.945 0.3671
O -13.675 -4.627 3.234 -0.3803
C 6.158 0.514 -2.094 -0.4472
H -1.693 -4.133 -11.163 0.3795
C 2.128 -2.266 -3.391 -0.0532
H 1.579 -5.131 -12.293 0.2767
C 0.471 -3.531 -5.942 -0.7151
O 0.745 -1.432 -0.367 -0.3134
C -0.616 -4.327 -11.193 -0.6421
C -4.468 3.020 1.273 0.4492
O -0.848 -2.757 -1.467 -0.3675
H 14.144 4.740 -1.568 0.3242
N -3.488 -4.824 1.933 -0.8208
C 7.178 5.910 -1.150 -0.5325
C 8.610 4.343 -0.099 -1.0867
O -0.170 -4.019 -12.505 -0.3642
H 7.223 2.338 -2.513 -0.1351
H 4.358 3.612 -4.019 0.3451
H 1.335 2.119 3.074 0.3297
H 10.383 7.098 -3.129 0.3822
H 11.139 6.718 -1.566 0.0606
H -0.457 -5.386 -10.970 0.3461
C -9.017 -2.629 7.587 -0.2415
C 0.444 2.753 3.027 -0.2165
H 7.102 6.235 -0.108 0.3770
N -4.743 1.777 1.364 -0.4495
C -7.651 -1.665 2.539 -0.5358
H -13.183 -2.999 2.045 0.3181
H -6.721 -1.190 4.386 0.6592
H -11.396 -5.364 4.321 0.4107
C 0.327 -3.357 -4.447 -0.2350
C -2.582 1.452 0.316 -0.2402
C 10.232 6.613 -2.157 -0.5006
H -4.285 -3.007 0.461 0.6160
H -13.667 -4.481 1.207 0.3832
H 2.271 -1.854 -10.141 0.3260
H -8.601 -1.954 2.959 0.6676
H -12.822 -3.168 4.455 0.2439
H 1.200 -4.522 -13.916 0.2413
H 6.162 5.785 -1.539 0.3820
O -3.133 4.925 0.655 -0.5642
H 5.047 3.383 -2.398 0.2701
H -2.818 5.216 1.519 0.3686
N -5.406 -0.835 2.837 -0.3968
H -2.339 2.112 5.768 0.2871
H 12.198 5.145 2.520 0.3277
H 0.596 -1.663 2.771 0.3698
C -3.277 3.569 0.708 0.1888
O 9.177 7.243 -1.450 -0.3893